1.
Entry from the OMol25 dataset: a 14-piece molecular cluster, C5H35N3O13 overall in a non-equilibrium geometry (the ωB97M-V functional and the def2-TZVPD basis).

Geometry as XYZ:
```
56
Properties=species:S:1:pos:R:3
C 0.48 1.60 -0.32
C -0.78 0.67 -0.34
C -0.37 -0.61 -0.90
C -0.71 -1.29 -2.12
N -0.35 -2.55 -2.06
C 0.22 -2.71 -0.84
N 0.27 -1.53 -0.17
N 0.18 2.90 0.34
H 0.65 1.78 -1.38
H 1.38 1.20 0.14
H -0.96 0.50 0.73
H -1.60 1.07 -0.89
H -1.32 -0.83 -2.89
H 0.56 -3.61 -0.37
H 0.70 -1.32 0.74
H -0.58 3.27 -0.21
H 1.00 3.45 0.09
H -0.16 -1.41 2.91
H 1.36 -1.95 2.85
O 0.46 -1.95 2.44
H 3.42 -3.52 -0.57
H 2.56 -2.93 -1.73
O 3.41 -2.90 -1.30
H 1.06 1.82 -4.24
H -0.13 2.18 -3.23
O 0.79 2.33 -3.48
H -2.74 3.90 0.63
H -3.37 2.48 0.99
O -3.27 3.16 0.34
H 3.41 3.10 -2.17
H 2.53 1.95 -2.42
O 3.19 2.24 -1.80
H -3.14 -1.24 1.94
H -4.16 -1.74 0.91
O -3.79 -0.95 1.28
H -0.23 1.11 2.88
H 0.52 1.08 4.17
O -0.29 0.79 3.79
H -2.94 -1.68 4.19
H -1.73 -0.69 4.26
O -2.23 -1.26 3.69
H 1.33 -1.23 -3.35
H 1.09 -0.99 -4.92
O 1.56 -0.73 -4.12
H 3.53 -1.43 2.39
H 3.37 -1.61 3.97
O 2.97 -1.74 3.11
H -4.20 1.22 2.34
H -3.07 1.47 3.32
O -3.62 1.92 2.67
H 3.82 0.77 0.98
H 4.47 -0.44 0.26
O 3.87 -0.18 0.96
H -3.16 1.77 -3.07
H -2.85 0.38 -2.97
O -2.49 1.16 -3.43
```

Spin multiplicity: 2
Total charge: +1
Lowest unoccupied orbital energy (spin up / spin down), eV: -2.80 / -6.92
Highest occupied orbital energy (spin up / spin down), eV: -12.79 / -12.78
Energy relative to the best compared isomer or geometry (same formula, charge and spin), eV: 0.000
Gap between HOMO and LUMO (spin up / spin down), eV: 9.99 / 5.86

***

2.
Entry from the OMol25 dataset: a 12-piece molecular cluster, C5H35NO11 overall in a non-equilibrium geometry (the ωB97M-V functional and the def2-TZVPD basis).

Geometry as XYZ:
```
52
Properties=species:S:1:pos:R:3
C 2.97 1.80 0.11
C 3.32 0.33 -0.19
N 2.13 -0.53 -0.37
C 1.52 -0.22 -1.69
C 2.41 -1.95 -0.35
C 2.21 -2.61 1.02
H 3.67 2.57 -0.18
H 2.05 1.98 -0.41
H 2.89 1.94 1.18
H 4.07 0.14 -0.96
H 3.73 -0.05 0.76
H 0.52 -0.67 -1.73
H 2.11 -0.64 -2.53
H 1.32 0.83 -1.79
H 3.41 -2.15 -0.75
H 1.73 -2.53 -0.96
H 1.31 -2.16 1.46
H 1.91 -3.63 0.84
H 2.96 -2.41 1.74
O -1.13 -2.52 2.66
H -0.89 -3.15 3.37
H -1.60 -3.11 2.06
O -0.58 0.21 0.62
H 0.34 -0.12 0.62
H -0.70 0.96 0.02
O 0.14 0.31 -4.78
H 0.64 0.99 -4.33
H -0.77 0.39 -4.53
O -2.10 -2.31 0.23
H -1.58 -1.55 0.61
H -2.73 -1.71 -0.22
O 0.34 2.28 2.18
H 0.23 1.54 1.52
H 0.57 1.87 2.99
O -2.24 0.01 2.78
H -1.40 0.29 2.44
H -2.13 -0.96 2.71
O -1.16 3.88 0.78
H -0.52 3.72 1.48
H -1.65 4.67 1.00
O -3.33 -0.31 -1.05
H -4.18 0.10 -0.92
H -2.63 0.31 -1.24
O -1.38 2.26 -1.20
H -1.58 2.63 -2.06
H -1.55 2.91 -0.54
O -0.32 -2.56 -1.93
H -0.70 -2.94 -2.72
H -1.05 -2.67 -1.27
O -3.84 1.38 0.96
H -3.37 2.23 0.86
H -3.39 0.92 1.68
```

Lowest unoccupied orbital energy, eV: 0.16
Highest occupied orbital energy, eV: -8.95
Energy relative to the best compared isomer or geometry (same formula, charge and spin), eV: 0.597
Gap between HOMO and LUMO, eV: 9.10
SMILES: CCN(C)CC.O.O.O.O.O.O.O.O.O.O.O

***

3.
Entry from the OMol25 dataset: a 12-piece molecular cluster, C5H35NO12 overall in a non-equilibrium geometry (the ωB97M-V functional and the def2-TZVPD basis).

Geometry as XYZ:
```
53
Properties=species:S:1:pos:R:3
C 0.82 -0.07 0.82
C 1.59 -1.42 1.08
O 0.74 -2.50 0.76
C 0.48 0.63 2.21
N -0.82 1.27 2.20
C -0.79 2.63 1.61
C -1.39 1.37 3.60
H -0.21 -0.17 0.50
H 1.52 0.48 0.20
H 2.04 -1.45 2.06
H 2.41 -1.54 0.37
H -0.16 -2.45 1.13
H 0.78 0.08 3.09
H 1.21 1.45 2.25
H 0.15 3.14 1.72
H -0.90 2.56 0.52
H -1.61 3.21 2.02
H -0.75 2.14 4.03
H -2.42 1.70 3.50
H -1.34 0.38 4.02
H 0.37 -2.39 4.19
H 0.42 -3.22 2.88
O 0.95 -2.89 3.61
H 4.78 2.10 0.69
H 3.25 2.29 0.76
O 4.06 2.41 1.25
H 2.47 3.18 -2.07
H 1.49 3.10 -3.25
O 1.67 3.58 -2.43
H -1.81 -1.11 -4.36
H -3.14 -1.44 -3.90
O -2.61 -0.64 -4.04
H 0.14 -2.28 -3.94
H 0.55 -0.89 -4.55
O 0.15 -1.74 -4.73
H -2.69 -1.79 0.75
H -1.83 -0.92 1.69
O -1.86 -1.77 1.25
H -3.60 -0.46 -1.05
H -4.84 -1.33 -0.56
O -3.90 -1.34 -0.72
H 0.63 0.58 -3.19
H 2.14 0.39 -3.18
O 1.45 0.96 -3.53
H 3.71 1.04 2.73
H 4.03 -0.39 3.06
O 3.28 0.22 3.02
H 0.58 -1.42 -1.21
H -0.70 -2.02 -1.62
O 0.02 -1.49 -1.99
H -2.82 1.43 -1.79
H -3.68 0.84 -2.81
O -3.73 1.15 -1.89
```

Spin multiplicity: 2
Total charge: +1
Lowest unoccupied orbital energy (spin up / spin down), eV: -2.99 / -7.87
Highest occupied orbital energy (spin up / spin down), eV: -13.55 / -13.52
Energy relative to the best compared isomer or geometry (same formula, charge and spin), eV: 2.958
Gap between HOMO and LUMO (spin up / spin down), eV: 10.57 / 5.65

***

4.
Entry from the OMol25 dataset: a 14-piece molecular cluster, C5H35NO14 overall in a non-equilibrium geometry (the ωB97M-V functional and the def2-TZVPD basis).

Geometry as XYZ:
```
55
Properties=species:S:1:pos:R:3
C 1.09 0.68 1.63
N 0.79 -0.64 1.93
C 0.62 -1.12 3.31
C 1.12 -2.56 3.39
C 0.98 -3.08 1.93
C 1.11 -1.82 1.09
O 1.36 1.54 2.43
H 0.90 0.73 0.53
H 1.16 -0.51 4.04
H -0.37 -0.93 3.75
H 0.49 -3.22 3.99
H 2.09 -2.64 3.88
H -0.05 -3.46 1.84
H 1.58 -3.88 1.52
H 0.25 -1.89 0.41
H 2.04 -1.72 0.52
H -3.25 2.96 1.08
H -4.49 2.22 0.60
O -3.77 2.16 1.24
H -1.20 1.49 -3.87
H -2.38 2.20 -3.42
O -1.65 2.33 -4.04
H 4.09 -1.39 0.67
H 3.74 -0.24 1.44
O 4.40 -0.48 0.77
H -3.66 0.84 -2.50
H -4.10 0.69 -1.14
O -4.28 1.27 -1.90
H -1.85 4.81 -0.91
H -1.06 3.59 -0.78
O -1.68 4.11 -0.26
H 1.98 0.80 -4.59
H 3.06 1.42 -3.84
O 2.83 0.55 -4.22
H -0.04 -1.65 -4.46
H -0.84 -0.41 -4.55
O -0.86 -1.33 -4.85
H 1.63 3.85 -2.17
H 1.97 2.25 -2.19
O 1.32 2.96 -2.26
H -2.16 1.63 3.27
H -0.75 0.92 2.93
O -1.40 1.15 3.61
H -2.22 -2.91 2.06
H -3.05 -3.00 0.78
O -3.08 -3.17 1.73
H 3.33 -2.82 -1.87
H 2.85 -1.32 -1.96
O 3.37 -1.96 -1.45
H -4.11 -1.33 1.59
H -3.84 0.17 1.29
O -3.91 -0.69 0.90
H 3.03 1.54 -0.50
H 3.85 0.43 -1.19
O 3.01 0.89 -1.21
```

Lowest unoccupied orbital energy, eV: -0.39
Highest occupied orbital energy, eV: -9.62
Energy relative to the best compared isomer or geometry (same formula, charge and spin), eV: 3.835
Gap between HOMO and LUMO, eV: 9.24

***

5.
Entry from the OMol25 dataset: a 12-piece molecular cluster, C5H36N2O11 overall in a non-equilibrium geometry (the ωB97M-V functional and the def2-TZVPD basis).

Geometry as XYZ:
```
54
Properties=species:S:1:pos:R:3
C 0.39 0.01 4.68
C 0.83 0.01 3.18
N -0.49 0.17 2.51
C 1.77 -1.03 2.60
N 1.33 -1.83 1.36
C 0.55 -2.87 1.94
C 2.56 -2.27 0.60
H 0.59 -0.95 5.14
H 0.74 0.93 5.17
H -0.64 0.08 4.89
H 1.23 1.07 3.03
H -1.29 -0.27 3.05
H -0.63 -0.09 1.59
H 2.51 -0.39 2.21
H 2.36 -1.63 3.32
H 1.18 -3.56 2.55
H -0.08 -3.49 1.17
H -0.49 -2.43 2.43
H 2.49 -3.37 0.42
H 2.33 -1.52 -0.27
H 3.47 -1.91 1.09
O -3.44 2.18 -0.83
H -3.91 1.29 -0.74
H -2.60 2.02 -0.23
O 3.80 -1.66 -1.94
H 3.76 -2.01 -2.77
H 2.89 -1.20 -1.77
O -1.18 -0.93 -0.86
H -0.32 -1.26 -0.42
H -1.10 0.01 -0.98
O 3.49 1.07 -1.80
H 2.76 1.61 -2.02
H 4.19 1.47 -1.23
O 0.75 2.96 -2.13
H 0.73 3.55 -1.30
H -0.12 3.04 -2.54
O 0.33 -1.29 -2.94
H -0.61 -1.42 -2.84
H 0.23 -1.09 -3.87
O -0.29 1.46 -0.11
H -0.34 1.48 0.86
H 0.16 2.09 -0.58
O -3.58 -1.93 -1.61
H -2.73 -1.82 -1.38
H -3.74 -1.48 -2.39
O -2.76 1.90 1.98
H -2.09 2.59 2.13
H -3.61 2.26 1.73
O -1.71 0.23 -4.72
H -1.61 1.21 -4.57
H -0.85 0.08 -4.94
O -2.01 2.98 -2.85
H -2.82 3.41 -2.96
H -2.38 2.52 -2.02
```

Lowest unoccupied orbital energy, eV: -0.03
Highest occupied orbital energy, eV: -8.82
Energy relative to the best compared isomer or geometry (same formula, charge and spin), eV: 6.198
Gap between HOMO and LUMO, eV: 8.79
SMILES: C[C@H](N)CN(C)C.O.O.O.O.O.O.O.O.O.O.O

***

6.
Entry from the OMol25 dataset: a 12-piece molecular cluster, C5H36N2O12 overall in a non-equilibrium geometry (the ωB97M-V functional and the def2-TZVPD basis).

Geometry as XYZ:
```
55
Properties=species:S:1:pos:R:3
C -0.48 1.20 1.63
C -0.20 0.05 0.65
C -1.43 -0.68 0.10
C -2.35 -1.23 1.20
N -1.91 -2.51 1.77
N 0.66 0.50 -0.46
C 2.05 0.72 -0.18
O 2.47 1.47 0.96
H -0.98 0.81 2.51
H 0.43 1.74 1.89
H -1.11 1.91 1.09
H 0.40 -0.69 1.20
H -2.02 -0.03 -0.54
H -1.06 -1.51 -0.51
H -3.35 -1.37 0.80
H -2.38 -0.53 2.02
H -1.84 -3.19 1.02
H -0.95 -2.42 2.06
H 0.25 1.31 -0.92
H 2.57 -0.22 0.00
H 2.51 1.23 -1.03
H 2.35 2.44 0.99
O -0.21 -3.48 -3.10
H 0.70 -3.23 -3.26
H -0.29 -3.94 -2.26
O 1.97 -1.29 -2.95
H 1.67 -0.57 -2.39
H 2.68 -1.64 -2.40
O -2.14 3.01 -0.60
H -3.03 2.78 -0.36
H -1.55 2.30 -0.85
O -4.34 1.43 -1.52
H -4.65 0.76 -0.89
H -4.41 0.88 -2.31
O 0.20 -3.85 0.02
H 0.93 -3.30 0.37
H 0.35 -4.65 0.52
O -1.78 -0.62 -3.70
H -1.20 -0.03 -3.21
H -1.21 -1.40 -3.82
O 1.31 3.80 0.12
H 1.24 3.90 -0.84
H 0.61 4.32 0.51
O 0.31 0.64 4.73
H 0.23 1.54 4.40
H 0.97 0.29 4.12
O 2.19 -2.90 1.67
H 1.80 -2.42 2.41
H 2.76 -2.20 1.33
O 0.16 3.88 -2.38
H -0.77 4.09 -2.55
H 0.50 3.76 -3.28
O 2.91 -0.40 2.97
H 3.75 0.02 3.17
H 2.46 0.20 2.35
```

Lowest unoccupied orbital energy, eV: -0.03
Highest occupied orbital energy, eV: -9.13
Energy relative to the best compared isomer or geometry (same formula, charge and spin), eV: 1.802
Gap between HOMO and LUMO, eV: 9.10
SMILES: C[C@@H](CCN)NCO.O.O.O.O.O.O.O.O.O.O.O

***

7.
Entry from the OMol25 dataset: a 13-piece molecular cluster, C5H36N2O13 overall in a non-equilibrium geometry (the ωB97M-V functional and the def2-TZVPD basis).

Geometry as XYZ:
```
56
Properties=species:S:1:pos:R:3
C -0.28 3.24 2.52
O -1.57 3.48 2.02
C 0.63 2.47 1.53
C -0.21 1.27 0.96
C 0.50 0.43 -0.04
C 1.68 -0.19 0.06
N 2.22 -0.97 -0.98
N 1.48 3.27 0.70
H 0.30 4.14 2.77
H -0.51 2.57 3.36
H 1.32 1.83 2.11
H -0.69 0.63 1.71
H -1.09 1.76 0.51
H -0.03 0.17 -0.98
H 2.36 -0.16 0.92
H 1.89 -0.85 -1.93
H 3.21 -0.78 -1.01
H 1.94 2.66 0.03
H -1.67 4.25 1.44
H 0.92 3.90 0.12
H -0.02 -2.40 2.98
H -1.53 -2.79 3.46
O -0.93 -2.68 2.73
H 1.76 1.67 -1.85
H 2.56 2.52 -2.97
O 2.02 2.54 -2.17
H -2.11 -1.80 1.51
H -2.06 -0.64 0.58
O -2.71 -1.22 1.02
H 0.69 -2.60 -2.24
H 0.54 -3.11 -3.62
O 1.24 -2.88 -2.99
H -0.36 3.54 -3.33
H -1.59 2.88 -2.61
O -0.83 2.71 -3.18
H 3.46 0.18 4.21
H 2.38 0.96 3.48
O 2.50 0.28 4.16
H -0.11 1.05 -3.15
H -0.11 -0.40 -3.73
O 0.36 0.19 -3.15
H 2.25 -2.76 2.89
H 2.13 -1.54 3.95
O 1.67 -2.21 3.43
H -1.91 -4.55 -1.13
H -2.83 -3.58 -0.61
O -2.62 -4.00 -1.46
H -0.47 -3.18 1.06
H 0.16 -3.26 -0.32
O -0.61 -3.55 0.17
H -2.31 1.06 -1.05
H -3.73 1.27 -1.83
O -2.97 1.67 -1.39
H -2.55 -1.69 -3.29
H -2.04 -2.78 -2.44
O -1.69 -2.00 -2.94
```

Lowest unoccupied orbital energy, eV: 0.09
Highest occupied orbital energy, eV: -8.28
Energy relative to the best compared isomer or geometry (same formula, charge and spin), eV: 4.383
Gap between HOMO and LUMO, eV: 8.37

***

8.
Entry from the OMol25 dataset: a 14-piece molecular cluster, C5H36NO15 overall in a non-equilibrium geometry (the ωB97M-V functional and the def2-TZVPD basis).

Geometry as XYZ:
```
57
Properties=species:S:1:pos:R:3
C -0.62 -2.67 -1.88
C 0.41 -2.80 -0.72
C 1.84 -2.70 -1.22
C 0.19 -4.04 0.13
N -1.81 -1.86 -1.62
C -1.80 -0.59 -1.11
O -0.67 0.00 -0.92
O -2.87 0.05 -0.99
H -0.99 -3.65 -2.14
H -0.09 -2.07 -2.62
H 0.22 -1.93 -0.11
H 2.53 -2.50 -0.40
H 1.91 -1.88 -1.93
H 2.22 -3.61 -1.71
H 1.05 -4.39 0.70
H -0.17 -4.90 -0.45
H -0.60 -3.93 0.88
H -2.75 -2.21 -1.68
H -3.20 -1.11 0.62
H -3.99 -0.85 1.85
O -3.91 -1.52 1.15
H 3.18 0.30 -1.83
H 3.19 0.05 -3.30
O 3.52 -0.35 -2.49
H -0.85 2.28 -3.83
H 0.60 2.70 -3.58
O -0.24 3.01 -3.93
H -4.53 0.93 -0.39
H -3.70 2.13 -0.65
O -4.55 1.89 -0.26
H -2.15 0.65 2.11
H -2.74 1.40 0.96
O -2.89 1.25 1.90
H 1.77 2.00 3.51
H 2.11 0.90 4.50
O 2.53 1.60 3.97
H 0.44 -1.52 4.13
H 0.82 -0.51 3.10
O 1.18 -0.92 3.92
H 3.45 1.76 -0.09
H 2.98 0.46 0.43
O 2.72 1.15 -0.24
H 0.72 0.22 -2.75
H 1.00 1.63 -2.32
O 1.25 0.99 -2.99
H -0.13 -0.11 0.67
H 0.01 0.97 1.81
O -0.07 0.03 1.65
H 1.12 1.75 -0.15
H -0.41 1.84 -0.53
O 0.31 2.30 -0.08
H -0.40 2.93 2.68
H 0.66 2.64 1.55
O 0.52 2.74 2.51
H 3.24 -0.87 2.15
H 3.23 0.52 2.71
O 3.60 0.01 1.95
```

Total charge: -1
Lowest unoccupied orbital energy, eV: 2.56
Highest occupied orbital energy, eV: -6.71
Energy relative to the best compared isomer or geometry (same formula, charge and spin), eV: 0.000
Gap between HOMO and LUMO, eV: 9.27

***

9.
Entry from the OMol25 dataset: a 14-piece molecular cluster, C5H37N2O14 overall in a non-equilibrium geometry (the ωB97M-V functional and the def2-TZVPD basis).

Geometry as XYZ:
```
58
Properties=species:S:1:pos:R:3
C -1.40 1.70 0.30
O -2.38 1.14 1.16
C -0.11 0.84 0.38
C -0.04 -0.09 -0.88
C 1.17 -0.97 -0.81
C 1.14 -2.25 -1.18
N 2.36 -3.02 -1.01
N 2.32 -0.41 -0.28
H -1.27 2.76 0.57
H -1.74 1.56 -0.73
H -0.10 0.19 1.24
H 0.74 1.47 0.16
H -0.18 0.50 -1.78
H -0.99 -0.66 -0.79
H 0.26 -2.77 -1.53
H 3.02 -2.85 -1.77
H 2.12 -4.00 -1.05
H 3.15 -0.97 -0.31
H 2.48 0.59 -0.30
H 4.71 3.58 -0.84
H 3.44 3.99 -0.04
O 3.75 3.69 -0.93
H -1.66 1.58 2.70
H -1.62 0.38 3.79
O -1.18 1.19 3.48
H 3.13 0.89 -3.37
H 3.70 2.27 -2.83
O 3.93 1.41 -3.24
H -2.42 0.14 1.12
H -2.80 -3.43 -0.54
O -3.05 -2.88 -1.32
H -3.89 -1.72 1.45
H -2.88 -2.04 -0.86
O -3.00 -1.47 1.18
H -1.22 -5.02 -2.17
H -2.02 -3.83 -2.77
O -1.90 -4.79 -2.80
H 2.78 2.09 3.42
H 3.88 2.42 2.53
O 3.41 2.85 3.27
H -1.47 2.43 -3.54
H -1.56 3.70 -2.77
O -0.96 2.97 -2.94
H -4.35 -0.96 -3.37
H -3.27 -1.93 -3.09
O -3.59 -1.36 -3.80
H 0.45 0.68 3.49
H 1.83 0.52 2.81
O 1.41 0.95 3.58
H -2.45 -1.30 2.76
H -1.65 -2.34 3.52
O -2.16 -1.53 3.69
H 2.17 3.64 1.88
H 1.76 4.91 1.09
O 2.52 4.37 1.36
H -0.61 -2.82 0.87
H -2.25 -2.67 1.06
O -1.44 -3.31 0.74
```

Total charge: -1
Lowest unoccupied orbital energy, eV: 2.27
Highest occupied orbital energy, eV: -5.32
Energy relative to the best compared isomer or geometry (same formula, charge and spin), eV: 2.754
Gap between HOMO and LUMO, eV: 7.58